Molecular formula: C24H35N2O17S2
Method: DFT, ωB97M-V/def2-TZVPD

Atoms and positions in Å:
C1 -0.223 -0.114 0.248
C2 -0.153 -0.530 -1.332
C3 -1.216 0.336 -2.156
O1 -2.505 0.129 -1.473
C4 -3.398 1.206 -1.737
O2 -4.429 0.938 -2.423
C5 -3.245 2.698 -1.200
S1 -4.758 3.381 -0.361
N1 -4.447 5.111 -0.193
N2 -3.065 5.379 -0.397
C6 -2.436 5.326 0.768
O3 -1.890 4.895 1.820
O4 1.190 -0.562 -1.904
C7 1.586 0.642 -2.558
O5 1.863 0.539 -3.789
C8 1.730 2.084 -1.911
S2 1.059 3.464 -3.008
H1 0.583 -0.692 0.814
H2 -0.208 1.003 0.433
H3 -1.233 -0.481 0.674
H4 -0.532 -1.622 -1.360
H5 -1.036 1.463 -2.142
H6 -1.303 -0.124 -3.196
H7 -2.332 2.801 -0.498
H8 -3.040 3.381 -2.111
H9 1.207 2.216 -0.918
H10 2.847 2.301 -1.725
H11 -0.271 3.199 -3.296
C9 -4.058 3.348 6.700
C10 -2.671 2.906 6.288
C11 -2.193 3.516 5.003
O6 -1.256 2.546 4.544
C12 -1.657 1.347 5.052
O7 -1.206 0.286 4.723
O8 -2.642 1.514 5.981
H12 -4.059 4.394 7.013
H13 -4.771 3.229 5.880
H14 -4.425 2.733 7.526
H15 -1.963 3.082 7.107
H16 -1.711 4.483 5.150
H17 -2.979 3.619 4.249
C13 2.295 -2.038 -4.700
C14 3.428 -2.685 -5.466
C15 2.988 -3.445 -6.682
O9 4.033 -4.402 -6.831
C16 4.543 -4.618 -5.584
O10 5.313 -5.494 -5.309
O11 4.057 -3.709 -4.694
H18 1.872 -1.204 -5.261
H19 1.498 -2.756 -4.489
H20 2.647 -1.670 -3.736
H21 4.190 -1.936 -5.711
H22 2.910 -2.812 -7.567
H23 2.046 -3.984 -6.542
C17 -0.607 -6.805 0.973
C18 -0.597 -5.503 0.203
C19 -1.762 -5.334 -0.727
O12 -1.236 -4.447 -1.707
C20 0.111 -4.658 -1.739
O13 0.845 -4.214 -2.572
O14 0.507 -5.445 -0.697
H24 -1.404 -6.812 1.719
H25 -0.747 -7.659 0.305
H26 0.350 -6.957 1.479
H27 -0.507 -4.659 0.896
H28 -2.633 -4.897 -0.235
H29 -2.061 -6.261 -1.226
C21 3.728 2.597 3.884
C22 2.396 2.341 3.213
C23 2.405 1.179 2.264
O15 1.351 1.515 1.366
C24 1.272 2.883 1.363
O16 0.619 3.523 0.592
O17 2.037 3.419 2.355
H30 3.962 1.809 4.603
H31 4.538 2.651 3.151
H32 3.714 3.557 4.407
H33 1.610 2.239 3.969
H34 2.202 0.229 2.761
H35 3.332 1.092 1.689

Cartesian forces, eV/Å:
-1.2 -1.0 -0.8
-1.8 -0.2 2.0
0.0 -0.7 0.4
0.3 1.9 -0.7
-4.4 -0.2 -2.2
4.1 0.6 2.7
1.9 -0.2 -0.6
0.8 -0.2 0.5
-1.6 -0.8 -0.6
4.1 0.9 4.2
-0.1 -3.3 0.9
-2.5 2.7 -4.8
-0.4 2.7 -0.3
0.7 -0.5 -4.4
-0.9 0.7 5.0
-0.8 -0.5 1.0
0.3 -0.3 0.0
-0.9 1.1 -0.8
-0.2 -1.9 -0.7
1.5 0.5 -0.9
0.8 1.7 -0.3
0.2 -1.5 -0.2
0.2 1.0 1.1
-1.4 -0.3 -1.1
-0.2 -1.2 1.2
0.6 -0.6 -1.4
-1.7 -0.3 -0.6
1.0 -0.4 0.7
-0.3 -0.3 0.0
-0.8 0.6 0.4
0.1 0.8 -0.2
0.0 -0.8 0.3
0.2 -0.6 -0.4
-0.2 0.7 0.3
0.6 -0.3 -0.5
0.1 -0.1 0.0
0.2 0.0 0.0
0.1 0.1 0.0
0.0 0.0 -0.1
0.1 -0.2 -0.2
0.0 0.0 0.1
0.1 -0.5 0.1
-1.0 0.9 0.5
-0.2 0.2 -0.6
0.4 -0.3 0.4
0.4 -0.5 0.5
-0.5 0.5 -0.3
0.5 -0.7 -0.6
0.2 -0.1 0.1
0.1 0.0 -0.1
0.0 0.0 -0.3
0.0 -0.1 -0.1
0.1 -0.2 0.0
0.0 0.1 0.2
0.3 -0.2 0.0
-0.1 -0.8 0.8
-0.7 0.2 0.1
0.6 0.0 -0.1
0.6 0.4 -0.7
-0.6 -0.4 0.6
-0.2 0.4 -0.5
0.1 0.1 -0.1
-0.1 0.1 0.0
-0.1 0.1 0.1
-0.1 0.0 -0.1
0.1 0.1 -0.2
0.1 -0.1 0.2
0.1 0.4 -0.1
0.8 0.0 0.8
0.0 -0.7 0.1
1.1 1.6 0.7
-0.5 0.7 -0.2
0.5 -0.6 0.5
-0.4 -0.2 -0.5
-0.1 0.0 -0.1
-0.1 -0.1 0.0
-0.1 -0.2 0.1
0.0 -0.1 -0.1
-0.2 0.1 -0.2
0.1 0.1 0.1

- Frontier orbital gap: 4.31 eV
- E_tot: -3120.360735 Eh
- F_max: 6.07 eV/A
- Spin multiplicity: 1
- Highest occupied orbital energy: -2.320 eV
- Net charge: -1
- M: 687.67 g/mol

Löwdin population analysis, charges in e, atoms 1 to 6:
1 C -0.02
2 C -0.25
3 C -0.10
4 O -0.08
5 C -0.42
6 O 0.02

Molecular formula: C3H10N
Method: DFT, ωB97M-V/def2-TZVPD

Atoms and positions in Å:
C1 -3.755 -3.278 2.392
H1 -2.856 -3.645 1.892
H2 -4.683 -3.690 2.007
H3 -3.707 -3.468 3.457
H4 -3.715 -2.229 2.082
C2 1.998 2.190 -0.302
C3 2.295 1.085 -2.416
N1 1.874 2.091 -1.742
H5 2.357 3.160 0.040
H6 1.041 1.965 0.168
H7 2.731 1.463 0.046
H8 2.974 0.390 -1.940
H9 1.944 1.082 -3.442
H10 1.503 2.884 -2.242

Cartesian forces, eV/Å:
0.3 0.5 -0.7
-0.3 -0.7 0.1
0.2 -0.3 -0.2
0.1 0.4 0.1
-0.4 0.1 0.7
0.6 0.0 1.1
-0.6 1.4 -0.1
0.9 -0.7 0.1
-0.2 0.2 -0.4
-0.1 0.1 -0.2
-0.1 -0.1 -0.1
-0.4 -0.5 -0.1
0.7 -0.4 -0.2
-0.8 0.1 -0.1

- Frontier orbital gap: 8.67 eV
- E_tot: -174.752561 Eh
- F_max: 1.53 eV/A
- Spin multiplicity: 1
- Highest occupied orbital energy: -14.414 eV
- Net charge: +1
- M: 60.12 g/mol
- Energy above the lowest of the compared OMol25 structures with the same formula, charge and spin: 154.9 kJ/mol

Löwdin population analysis, charges in e, atoms 1 to 6:
1 C -0.05
2 H 0.01
3 H 0.02
4 H 0.02
5 H 0.01
6 C 0.00

Molecular formula: C20H22Cl4N10O2PtS
Method: DFT, ωB97M-V/def2-TZVPD

Atoms and positions in Å:
Pt1 -0.094 -0.263 -0.996
N1 0.211 -2.676 -4.623
C1 0.743 -1.661 -3.944
N2 -0.015 -1.423 -2.890
C2 -1.001 -2.358 -2.979
N3 -0.901 -3.141 -4.021
C3 -2.034 -2.425 -1.943
C4 -3.207 -3.160 -2.064
N4 -4.144 -3.126 -1.127
C5 -3.909 -2.369 -0.060
C6 -2.734 -1.650 0.090
N5 -1.798 -1.684 -0.857
H1 0.536 -3.104 -5.477
H2 1.631 -1.126 -4.240
H3 -3.379 -3.776 -2.938
H4 -4.678 -2.330 0.701
H5 -2.525 -1.066 0.976
Cl1 -4.677 4.873 0.744
C7 -3.298 3.891 0.721
C8 -2.294 4.066 1.655
Cl2 -2.401 5.275 2.827
C9 -1.133 3.217 1.638
Cl3 0.112 3.400 2.712
C10 -1.003 2.160 0.677
O1 -0.023 1.388 0.676
C11 -2.041 2.008 -0.345
O2 -1.906 1.140 -1.233
C12 -3.179 2.889 -0.291
Cl4 -4.354 2.696 -1.457
N6 1.742 -1.088 5.238
C13 2.599 -0.375 4.488
N7 3.892 -0.437 4.842
S1 2.084 0.526 3.159
H6 2.025 -1.544 6.089
H7 0.762 -0.982 5.056
H8 4.199 -0.878 5.693
H9 4.544 0.142 4.345
C14 5.064 1.130 -1.083
C15 3.904 1.792 -0.375
N8 2.744 0.906 -0.440
C16 2.842 -0.454 -0.422
N9 1.715 -1.139 -0.368
C17 1.791 -2.592 -0.221
C18 2.962 -3.142 -1.011
C19 4.216 -2.480 -0.485
N10 4.059 -1.024 -0.466
C20 5.291 -0.228 -0.454
H10 5.963 1.736 -0.987
H11 4.842 1.019 -2.147
H12 3.635 2.739 -0.842
H13 4.167 1.990 0.669
H14 1.918 1.247 0.029
H15 0.845 -3.023 -0.550
H16 1.906 -2.844 0.838
H17 2.834 -2.902 -2.071
H18 3.040 -4.224 -0.915
H19 5.085 -2.715 -1.099
H20 4.425 -2.833 0.530
H21 6.040 -0.792 -1.008
H22 5.652 -0.120 0.573

Cartesian forces, eV/Å:
0.2 0.2 0.0
-0.1 -0.1 0.0
0.0 0.1 0.0
0.0 -0.1 0.0
-0.1 -0.1 0.1
0.1 0.1 -0.1
0.1 0.1 -0.1
-0.1 -0.1 0.0
0.1 0.1 0.0
-0.1 -0.1 0.0
0.2 -0.1 0.1
-0.1 0.1 0.0
0.0 0.0 0.0
0.0 0.0 0.0
0.0 0.0 0.0
0.0 0.0 0.0
0.0 0.0 0.0
0.0 0.0 0.0
0.0 -0.1 -0.1
0.2 -0.2 0.0
0.0 0.1 0.1
-0.3 0.1 -0.2
0.1 0.1 0.2
0.0 0.1 0.0
-0.1 -0.1 0.0
0.0 0.0 0.0
-0.1 0.0 0.0
0.1 0.0 0.1
-0.1 0.0 -0.1
0.0 0.1 0.0
0.1 0.0 0.0
0.0 0.0 0.0
0.0 -0.2 0.0
0.0 0.0 0.0
0.0 0.0 0.0
0.0 0.0 0.0
0.0 0.0 0.0
0.0 0.0 0.0
0.0 0.0 0.1
0.0 0.0 -0.2
0.1 0.2 0.3
-0.1 -0.3 -0.1
0.0 0.1 0.0
0.0 0.0 0.0
0.0 0.0 0.1
0.0 0.0 -0.2
0.0 0.0 0.1
0.0 0.0 0.0
0.0 0.0 0.0
0.0 0.0 0.0
0.0 0.0 0.0
0.0 0.0 0.1
0.0 0.0 0.0
0.0 0.0 0.0
0.0 0.0 0.0
0.0 0.0 0.0
0.0 0.0 0.0
0.0 0.0 0.0
0.0 0.0 0.0
0.0 0.0 0.0

- Frontier orbital gap (spin up / spin down): 7.23 / 3.95 eV
- E_tot: -3831.098657 Eh
- F_max: 0.40 eV/A
- Spin multiplicity: 5
- Highest occupied orbital energy (spin up / spin down): -12.793 / -12.749 eV
- Net charge: +2
- M: 803.42 g/mol
- Energy above the lowest of the compared OMol25 structures with the same formula, charge and spin: 128.8 kJ/mol

Löwdin population analysis, charges in e, atoms 1 to 6:
1 Pt 1.27
2 N 0.07
3 C -0.10
4 N 0.01
5 C -0.31
6 N 0.17

Molecular formula: C3H15N2O2
Method: DFT, ωB97M-V/def2-TZVPD

Atoms and positions in Å:
C1 0.502 -1.388 0.749
C2 0.572 -1.174 2.230
C3 -0.963 -1.549 1.324
N1 -1.718 -0.300 1.664
N2 -1.080 2.281 1.090
H1 0.853 -2.259 0.218
H2 0.456 -0.538 0.077
H3 0.348 -0.147 2.427
H4 1.248 -1.544 3.007
H5 -1.508 -1.877 0.337
H6 -1.207 -2.507 1.868
H7 -0.826 2.402 2.048
H8 -1.599 0.640 1.287
H9 -2.253 -0.264 2.473
H10 -0.268 2.456 0.518
H11 -1.725 3.062 0.780
H12 1.639 0.236 -2.878
H13 0.959 -1.000 -2.158
O1 1.276 -0.084 -2.020
H14 2.491 1.032 -5.298
H15 1.076 1.549 -5.095
O2 1.727 0.975 -4.647

Cartesian forces, eV/Å:
0.9 0.9 2.4
2.5 1.0 -4.3
-4.3 0.9 0.4
0.6 -2.4 -1.3
-1.2 1.6 -1.6
0.2 -0.4 0.5
0.2 0.4 0.3
-0.7 0.2 0.3
-0.9 -1.7 -0.3
1.5 0.1 1.1
0.0 1.2 0.2
0.1 0.6 0.6
0.7 -0.1 -1.0
-0.8 -0.6 1.7
0.5 -0.2 0.0
0.8 -1.2 0.9
-0.5 -0.3 0.4
0.4 0.9 -0.4
-0.1 -0.6 -0.1
-1.2 -0.3 1.4
0.1 -0.4 0.5
1.1 0.7 -1.9

- Frontier orbital gap: 7.48 eV
- E_tot: -382.883281 Eh
- F_max: 5.06 eV/A
- Spin multiplicity: 1
- Highest occupied orbital energy: -12.899 eV
- Net charge: +1
- M: 111.16 g/mol
- Energy above the lowest of the compared OMol25 structures with the same formula, charge and spin: 505.7 kJ/mol

Löwdin population analysis, charges in e, atoms 1 to 6:
1 C -0.07
2 C 0.15
3 C -0.21
4 N 0.00
5 N 0.02
6 H 0.13

Molecular formula: C4H14N2O
Method: DFT, ωB97M-V/def2-TZVPD

Atoms and positions in Å:
N1 -1.260 -0.999 0.078
C1 -0.383 -0.261 0.989
C2 0.942 -1.086 1.132
C3 -0.302 1.258 0.510
N2 -1.479 2.001 0.522
C4 -2.218 2.386 -0.720
H1 -1.166 -2.139 0.070
H2 -2.237 -0.861 0.474
H3 -0.805 -0.170 1.944
H4 0.951 -1.866 1.873
H5 1.092 -1.770 0.311
H6 1.809 -0.503 1.153
H7 0.496 1.603 1.224
H8 0.339 1.436 -0.396
H9 -1.963 1.810 1.422
H10 -3.340 2.119 -0.533
H11 -1.777 1.806 -1.621
H12 -2.148 3.499 -0.895
H13 4.598 -3.242 -2.111
H14 3.155 -2.870 -2.280
O1 3.991 -2.457 -2.037

Cartesian forces, eV/Å:
-2.4 -3.0 0.5
1.3 -0.7 -2.2
-1.6 -0.2 -0.9
4.2 -1.6 0.2
-1.4 0.6 0.6
-0.6 -1.0 0.8
0.2 3.7 0.4
1.3 -0.3 -1.0
-0.8 0.1 1.7
-0.3 0.3 1.3
-0.1 0.4 -1.1
1.4 1.0 0.4
-0.8 0.5 0.2
-1.2 -0.7 0.1
-0.2 0.6 -1.6
1.9 0.4 -0.8
-0.9 0.9 1.5
0.0 -1.1 0.0
-0.4 0.8 0.1
-0.7 0.0 0.0
1.0 -0.7 -0.1

- Frontier orbital gap (spin up / spin down): 2.06 / 8.67 eV
- E_tot: -345.424274 Eh
- F_max: 4.53 eV/A
- Spin multiplicity: 2
- Highest occupied orbital energy (spin up / spin down): 1.254 / -5.461 eV
- Net charge: -1
- M: 106.17 g/mol
- Energy above the lowest of the compared OMol25 structures with the same formula, charge and spin: 203.6 kJ/mol

Löwdin population analysis, charges in e, atoms 1 to 6:
1 N -0.05
2 C -0.46
3 C -0.17
4 C -0.30
5 N -0.16
6 C -0.14

Molecular formula: C3H10NO
Method: DFT, ωB97M-V/def2-TZVPD

Atoms and positions in Å:
C1 -1.722 0.595 -1.364
N1 -0.255 0.705 -1.476
H1 -2.049 1.220 -0.551
H2 -1.869 -0.426 -1.002
H3 -2.386 0.669 -2.217
H4 0.125 1.646 -1.260
H5 0.275 0.256 -0.673
H6 0.170 0.560 -2.401
C2 0.510 -1.602 1.706
C3 1.191 -0.415 1.727
O1 1.510 0.255 0.616
H7 0.228 -2.204 0.848
H8 0.511 -2.081 2.687
H9 1.371 0.138 2.657
H10 2.390 0.683 0.703

Cartesian forces, eV/Å:
-0.9 -1.7 1.5
2.1 1.8 0.5
-0.1 0.5 0.0
-0.2 0.0 -0.1
0.8 0.6 -0.6
-1.0 0.3 -0.5
-0.9 -0.4 -1.9
-0.3 -0.8 0.2
0.1 -1.8 0.7
0.4 3.0 -0.5
0.5 -1.8 1.1
-0.1 0.3 -0.2
-0.5 -0.1 -0.2
0.5 -0.6 0.0
-0.3 0.6 0.1

- Frontier orbital gap (spin up / spin down): 12.29 / 8.55 eV
- E_tot: -249.511386 Eh
- F_max: 3.03 eV/A
- Spin multiplicity: 2
- Highest occupied orbital energy (spin up / spin down): -21.622 / -21.870 eV
- Net charge: +2
- M: 76.12 g/mol
- Energy above the lowest of the compared OMol25 structures with the same formula, charge and spin: 235.3 kJ/mol

Löwdin population analysis, charges in e, atoms 1 to 6:
1 C 0.00
2 N 0.12
3 H 0.11
4 H 0.10
5 H 0.12
6 H 0.18